{
  "formula": "C5H20NO6",
  "method": "ωB97M-V/def2-TZVPD",
  "species": ["O", "H", "H", "C", "H", "O", "C", "H", "C", "O", "H", "C", "H", "H", "H", "H", "H", "O", "N", "H", "H", "H", "H", "H", "H", "H", "C", "H", "O", "H", "H", "O"],
  "xyz": [[1.15469, 1.33389, 0.52039], [2.65582, -2.28246, -0.38609], [-1.59397, 3.80904, 0.24916], [1.88104, -1.50649, -0.44813], [2.90693, 2.64646, 1.08302], [-1.04956, -3.92142, -1.28483], [-0.33747, -0.50475, -0.04852], [-2.86107, 0.75461, 0.36690], [0.04819, 0.65511, 0.99602], [-1.84789, 3.14541, -0.38175], [0.07566, 1.99368, -2.06038], [-2.76987, -0.07660, -0.32580], [-2.49600, 0.24490, -1.33344], [-0.98172, 2.89910, -0.79839], [0.96681, 2.05887, -0.74206], [-3.71066, -0.61235, -0.44740], [-1.41917, -3.05470, -1.06964], [3.24909, 2.33013, 1.91318], [-1.68492, -1.00976, 0.00768], [0.12465, 0.22748, 2.00312], [0.01600, -2.61834, 0.30942], [2.37188, -0.56082, -0.19918], [-0.33035, -3.88880, -1.91375], [-0.09002, -0.04821, -1.00207], [2.45041, 1.77135, 2.01376], [-0.81925, 1.33786, 1.08758], [0.64812, -1.72340, 0.38040], [1.78848, -1.33301, -1.52773], [0.59077, 2.61379, -1.53877], [-1.83127, -1.39862, 0.93353], [1.86663, -1.43543, 1.90145], [1.02798, -1.84653, 1.74233]],
  "relative_energy_kj_mol": 168.0,
  "lumo_energy_ev": 3.33,
  "total_charge": -1,
  "e_homo_ev": -4.126
}